Entry 1:
Below is a 2-piece molecular cluster, C7H13N3O overall at a distorted geometry, with properties calculated with wB97M-V/def2-TZVPD.

Values from the calculation:
Largest force on an atom ... 1.68 eV/A
Energy relative to the best compared isomer or geometry (same formula, charge and spin) ... 10.2 kcal per mole
Total energy ... -13987.9214 eV
Kohn-Sham gap ... 9.44 eV

Geometry as ORCA input:
```
! wB97M-V def2-TZVPD RIJCOSX def2/J DEFGRID3
* xyz 0 1
C 0.447 2.816 1.807
C 0.556 2.276 0.396
C 1.500 1.413 -0.091
N 1.157 1.219 -1.419
C 0.084 2.040 -1.654
N -0.316 2.669 -0.589
H 1.194 3.587 1.972
H 0.577 1.996 2.511
H -0.565 3.196 1.922
H 2.288 0.954 0.474
H 1.592 0.705 -2.155
H -0.319 1.970 -2.651
C 0.804 -2.995 -0.901
C -0.182 -3.255 0.255
C -1.165 -2.122 0.657
N -1.014 -0.883 0.081
O -2.058 -2.336 1.452
H 0.611 -2.051 -1.409
H 0.845 -3.798 -1.627
H 1.783 -2.868 -0.437
H -0.866 -4.080 0.081
H 0.337 -3.322 1.212
H -1.440 -0.133 0.597
H -0.227 -0.744 -0.531
*
```

---

Entry 2:
Below is C7H13N3O2 in the gas phase at a distorted geometry, with properties calculated with wB97M-V/def2-TZVPD.

Values from the calculation:
Largest force on an atom ... 4.72 eV/A
Energy relative to the best compared isomer or geometry (same formula, charge and spin) ... 89.8 kcal per mole
Total energy ... -16031.6021 eV
Kohn-Sham gap ... 8.64 eV

Geometry as ORCA input:
```
! wB97M-V def2-TZVPD RIJCOSX def2/J DEFGRID3
* xyz 0 1
N -1.861 1.448 -0.030
C -0.514 1.465 -0.395
C 0.256 0.347 -1.167
N -0.440 -0.897 -1.660
C -0.316 -1.986 -0.708
C -0.886 -1.404 0.629
C 0.151 -0.487 1.232
N 0.568 0.567 0.291
C 1.854 1.160 0.584
C 3.150 0.341 -0.031
O 3.056 -0.169 -1.139
O 3.994 0.319 0.835
H -2.039 0.740 0.683
H -2.539 1.459 -0.796
H -0.171 2.511 -0.718
H 1.133 0.555 -1.816
H -0.057 -1.214 -2.466
H 0.630 -2.286 -0.473
H -0.971 -2.761 -1.038
H -1.941 -0.940 0.413
H -1.105 -2.169 1.317
H -0.206 0.016 2.142
H 1.047 -1.090 1.428
H 1.768 2.100 0.186
H 1.880 1.170 1.753
*
```

---

Entry 3:
Below is an isolated ion of composition C7H13N4O2S and charge +1 at a distorted geometry, with properties calculated with wB97M-V/def2-TZVPD.

Values from the calculation:
Largest force on an atom ... 2.13 eV/A
Energy relative to the best compared isomer or geometry (same formula, charge and spin) ... 5.4 kcal per mole
Total energy ... -28352.3613 eV
Kohn-Sham gap (spin up / spin down) ... 7.64 / 7.64 eV

Geometry as ORCA input:
```
! wB97M-V def2-TZVPD RIJCOSX def2/J DEFGRID3
* xyz 1 1
C -1.020 -0.289 0.351
C 1.114 -1.248 0.435
C 0.069 -0.416 2.515
C 1.258 1.126 -0.040
C -1.808 0.526 -0.630
C 1.774 -2.549 0.028
C -2.737 1.558 -0.008
N -0.933 0.075 1.640
N 1.047 -1.099 1.853
N -0.670 1.136 -1.265
N 1.739 -0.113 -0.201
O -0.256 -1.253 -0.092
O 0.027 -0.230 3.690
S -0.170 0.352 -2.627
H 1.663 1.890 -0.681
H 0.899 1.435 0.925
H -2.366 -0.113 -1.323
H 1.644 -2.701 -1.041
H 1.294 -3.373 0.548
H 2.830 -2.538 0.281
H -3.161 2.163 -0.806
H -2.207 2.228 0.666
H -3.554 1.061 0.510
H -1.646 0.668 2.048
H 1.761 -1.526 2.427
H 2.203 -0.322 -1.077
H 0.688 1.318 -2.990
*
```

---

Entry 4:
Below is C7H13N5 in the gas phase at a distorted geometry, with properties calculated with wB97M-V/def2-TZVPD.

Values from the calculation:
Largest force on an atom ... 5.20 eV/A
Energy relative to the best compared isomer or geometry (same formula, charge and spin) ... 1.7 kcal per mole
<S²> ... 2.02
Total energy ... -14914.1521 eV
Kohn-Sham gap (spin up / spin down) ... 4.01 / 6.30 eV

Geometry as ORCA input:
```
! wB97M-V def2-TZVPD RIJCOSX def2/J DEFGRID3
* xyz 0 3
C 1.498 1.165 0.141
C 1.077 -1.108 0.056
C -2.539 0.876 0.063
C -2.536 -0.619 -0.251
C -1.171 1.470 -0.282
C -1.388 -1.303 0.498
C 3.401 -0.325 -0.202
N 2.008 2.291 0.099
N 1.493 -2.300 -0.074
N 1.996 -0.053 -0.023
N -0.200 0.783 0.538
N -0.169 -0.592 0.227
H -3.322 1.383 -0.500
H -2.724 1.025 1.129
H -3.484 -1.076 0.037
H -2.401 -0.765 -1.326
H -0.975 1.359 -1.361
H -1.130 2.530 -0.026
H -1.595 -1.298 1.579
H -1.272 -2.338 0.164
H 3.546 -0.891 -1.121
H 3.928 0.625 -0.243
H 3.762 -0.927 0.632
H 1.421 3.097 0.245
H 0.775 -3.010 0.002
*
```

---

Entry 5:
Below is a 2-piece molecular cluster, C7H13N5O3Si overall at a distorted geometry, with properties calculated with wB97M-V/def2-TZVPD.

Values from the calculation:
Largest force on an atom ... 4.27 eV/A
Total energy ... -28931.3559 eV
Kohn-Sham gap ... 4.63 eV

Geometry as ORCA input:
```
! wB97M-V def2-TZVPD RIJCOSX def2/J DEFGRID3
* xyz 0 1
C -2.142 0.746 -2.556
C -1.167 0.909 -1.872
C 0.202 1.020 -1.161
N 0.928 -0.269 -1.192
C 1.585 -0.928 -2.238
N 2.089 -2.152 -1.773
N 1.739 -2.234 -0.492
N 1.068 -1.142 -0.196
Si 0.467 -1.109 1.525
C 1.781 -0.432 2.760
C 0.230 -2.954 2.023
C -1.228 -0.286 1.766
H -2.993 0.313 -3.132
H 0.126 1.495 -0.149
H 0.807 1.742 -1.797
H 1.669 -0.538 -3.280
H 1.436 0.509 3.278
H 2.012 -1.210 3.553
H 2.770 -0.210 2.257
H -0.315 -3.425 1.141
H 1.237 -3.457 2.078
H -0.392 -3.073 2.947
H -1.466 0.553 1.056
H -2.017 -1.088 1.616
H -1.324 0.096 2.830
N -1.779 4.283 -2.250
O -0.536 4.109 -2.229
O -2.334 4.665 -3.291
O -2.453 4.066 -1.223
*
```